1.
Computed, not measured: a molecular structure, C10H13NO3, with ωB97M-V/def2-TZVPD.

Calculated values
Energy relative to the best compared isomer or geometry (same formula, charge and spin), kcal/mol: 108.62
HOMO level, eV: -9.77
HOMO-LUMO gap, eV: 10.52

Structure (XYZ):
```
27
Properties=species:S:1:pos:R:3:forces:R:3:lowdin_charge:R:1
C -2.3933 1.3157 -0.6388 -0.64 -2.62 1.32 -0.2171
C -0.2559 -1.4613 0.2198 0.49 -0.96 0.08 -0.3955
C 2.0207 -0.9342 -0.4043 2.22 0.08 -0.57 -0.4310
C -3.3927 0.7119 0.3375 2.10 2.77 2.39 -0.1430
C -2.8780 -1.5961 -0.3957 1.89 -2.41 3.78 -0.0181
C -2.7883 -0.5907 0.7589 0.76 -0.65 -0.55 -0.1621
C -1.5731 -0.9271 -0.1314 -1.24 4.51 -2.14 -0.1144
C 2.3930 1.4269 -0.9542 1.16 -0.44 2.99 -0.0422
C 3.2538 0.3784 1.3055 -4.84 -2.89 1.20 -0.0499
C 3.0119 0.2247 -0.1964 0.14 0.65 -1.54 -0.2981
N -1.4473 0.6617 -1.1249 0.41 -3.14 1.68 0.1835
O -0.0624 -2.5485 0.6700 -0.24 -0.16 0.16 0.1805
O 0.7648 -0.5712 0.0177 -0.30 0.37 0.03 0.0799
O 2.3403 -1.9665 -0.9058 -0.89 -0.30 0.10 0.1639
H -2.6526 2.2607 -0.9074 -0.19 2.93 -1.36 0.0759
H -3.6406 1.5073 1.1768 0.71 -1.73 -1.31 0.1545
H -4.2764 0.6255 -0.1841 -2.21 -0.50 -1.10 0.0797
H -3.0420 -2.6810 -0.2632 0.76 0.51 0.58 0.1299
H -3.4103 -1.3784 -1.2165 -1.73 1.73 -2.84 0.0721
H -2.6601 -0.7286 1.8421 -0.44 -0.79 -0.69 0.1525
H 2.9256 2.3240 -0.7554 0.18 1.05 0.98 0.0779
H 1.4009 1.3983 -0.6529 -2.00 1.04 -0.04 0.0450
H 2.5615 1.3575 -1.9527 -0.15 -0.89 -3.15 0.0514
H 2.4957 1.0348 1.8480 1.06 -0.56 -0.92 0.1065
H 4.1966 0.6643 1.4432 3.73 1.47 0.96 0.0123
H 3.1263 -0.6857 1.8717 0.43 2.33 -1.41 0.1411
H 3.9820 0.1776 -0.8076 -1.16 -1.40 1.37 0.1646
```
Positions in Å, forces in eV/Å.

2.
Computed, not measured: a molecular structure, C25H13BrCoN6O6S, with ωB97M-V/def2-TZVPD.

Calculated values
Charge: +1
Energy relative to the best compared isomer or geometry (same formula, charge and spin), kcal/mol: 29.19
HOMO level (spin up / spin down), eV: -11.29 / -11.29
HOMO-LUMO gap (spin up / spin down), eV: 6.59 / 6.59

Structure (XYZ):
```
53
Properties=species:S:1:pos:R:3:forces:R:3:lowdin_charge:R:1
Co -1.3017 -0.1260 -0.0585 0.05 0.02 -0.01 0.7495
O 0.1029 -4.5301 0.1040 0.04 0.01 0.00 0.1470
C -0.7915 -3.5757 -0.1543 -0.06 -0.06 -0.04 -0.4739
O -1.1523 -3.2546 -1.2538 0.04 0.04 0.02 0.1291
C -1.3953 -3.0016 1.0894 0.03 0.05 -0.01 -0.1357
C -1.6702 -3.8252 2.1647 0.00 -0.02 -0.03 0.0407
C -2.4760 -3.3545 3.1947 -0.01 0.01 0.00 0.0142
C -3.0125 -2.0867 3.0897 0.01 -0.01 0.01 0.0535
C -2.6611 -1.3139 1.9970 0.07 0.04 0.04 -0.1355
N -1.8342 -1.7333 1.0349 -0.07 -0.01 0.06 0.1269
C -3.2388 0.0649 1.7736 -0.21 -0.10 -0.12 -0.5625
O -4.0188 0.5416 2.5560 0.07 0.03 0.03 0.1395
O -2.8270 0.6105 0.6594 0.07 0.04 0.05 -0.0586
H 0.3604 -4.9427 -0.7363 0.00 0.00 0.01 0.1504
H -1.2861 -4.8346 2.1655 0.01 0.00 0.01 0.1328
H -2.7055 -3.9875 4.0410 0.00 0.00 0.00 0.1289
H -3.6920 -1.6656 3.8175 -0.01 0.00 -0.01 0.1389
S 5.6991 -0.5100 1.9687 -0.01 -0.05 0.02 1.0752
N 4.9834 -1.0783 0.6424 0.01 0.04 -0.02 -0.1988
C 3.7078 -0.7408 0.7214 -0.01 -0.01 0.01 -0.2915
C 2.6944 -1.0214 -0.2789 0.00 0.00 0.00 -0.0553
C 2.9295 -1.5608 -1.5457 0.00 0.00 0.01 0.0551
C 1.8760 -1.6720 -2.4277 0.00 0.00 -0.01 0.0117
C 0.5975 -1.2885 -2.0279 0.00 -0.02 0.01 -0.0617
N 0.3646 -0.8184 -0.8111 -0.01 -0.01 -0.02 0.0531
C 1.3956 -0.6465 0.0331 0.00 0.01 0.01 -0.1248
C 1.0773 0.0969 1.2319 -0.01 -0.01 0.00 -0.1107
N -0.1971 0.5277 1.3186 0.02 0.00 -0.02 0.0804
C -0.5403 1.3849 2.2724 0.00 -0.01 0.01 -0.0130
C 0.3815 1.7943 3.2340 0.00 0.00 0.00 0.0203
C 1.6750 1.3253 3.1902 0.00 -0.01 -0.01 0.0584
C 2.0451 0.4650 2.1530 0.00 0.01 0.01 -0.0524
C 3.3906 -0.0209 1.9052 -0.01 -0.02 0.00 -0.2909
N 4.4331 0.1701 2.6951 0.01 0.04 -0.03 -0.1987
H 3.9338 -1.8506 -1.8256 0.00 0.00 0.00 0.1344
H 2.0228 -2.0469 -3.4301 0.00 0.00 0.00 0.1257
H -0.2512 -1.3699 -2.6915 -0.01 -0.01 0.00 0.1384
H -1.5533 1.7598 2.2629 0.00 0.00 -0.01 0.1358
H 0.0613 2.4902 3.9954 0.00 0.00 0.00 0.1282
H 2.4136 1.6334 3.9183 0.00 0.00 0.00 0.1355
Br -3.4597 4.1409 -5.2195 0.00 0.00 0.00 0.7734
C -1.8198 3.9409 -4.3134 0.00 0.00 0.00 -0.6659
C -0.7167 4.6887 -4.7074 0.00 0.00 0.00 -0.1678
N 0.4658 4.5969 -4.1090 -0.01 0.00 0.00 0.0868
C 0.5841 3.7521 -3.0915 0.00 0.00 0.00 -0.0710
C -0.4641 2.9617 -2.6339 0.00 0.01 0.00 -0.1119
C -1.7012 3.0579 -3.2595 0.00 0.00 0.00 -0.0449
C -0.2217 2.0372 -1.4893 -0.03 -0.01 0.00 -0.5066
O 0.8279 2.0201 -0.8733 0.02 0.00 -0.01 0.0864
O -1.2475 1.2535 -1.2248 0.02 0.00 0.02 -0.0671
H -0.7970 5.3846 -5.5340 0.00 0.00 0.00 0.1088
H 1.5514 3.6904 -2.6089 0.00 0.00 0.00 0.1225
H -2.5417 2.4671 -2.9243 0.00 0.00 0.00 0.1177
```
Positions in Å, forces in eV/Å.

3.
Computed, not measured: a single C6H14O molecule, with ωB97M-V/def2-TZVPD.

Calculated values
Structure (SMILES): COCC(C)(C)C
Energy relative to the best compared isomer or geometry (same formula, charge and spin), kcal/mol: 71.73
HOMO level, eV: -8.44
HOMO-LUMO gap, eV: 9.41

Structure (XYZ):
```
21
Properties=species:S:1:pos:R:3:forces:R:3:lowdin_charge:R:1
C 2.5999 -1.2558 -0.5750 0.96 0.39 -0.40 -0.1231
O 1.3082 -1.0565 -0.1250 -1.04 -0.59 0.43 -0.1765
C 0.8826 0.2716 -0.1327 1.68 0.78 0.04 -0.2493
C -0.4820 0.4802 0.3429 -6.26 -5.55 -3.21 -0.4512
C -0.9714 1.8782 0.3518 0.20 0.84 0.61 -0.0708
C -1.5196 -0.3425 -0.8773 2.00 2.62 -1.39 -0.0504
C -1.1431 -0.5963 1.2860 1.92 1.78 4.16 -0.1042
H 3.3404 -0.7304 0.0486 -0.10 -0.02 0.00 0.0908
H 2.7272 -0.8869 -1.6049 -0.01 -0.08 0.05 0.0914
H 2.8410 -2.3179 -0.5544 -0.22 0.01 0.04 0.0901
H 0.9891 0.6956 -1.1510 -0.07 -0.03 0.10 0.1374
H 1.5388 0.8821 0.5154 0.26 -0.07 -0.06 0.1398
H -0.3792 2.4669 1.0648 -0.08 0.14 -0.05 0.0862
H -2.0191 1.9746 0.6554 0.18 -0.23 -0.08 0.0932
H -0.8651 2.3535 -0.6349 0.03 -0.16 0.18 0.0887
H -1.2231 -1.3609 -1.1310 0.17 0.11 0.48 0.0685
H -1.2310 0.3093 -1.7060 -0.37 -0.32 -0.78 0.0476
H -2.6050 -0.2673 -0.7671 0.36 0.15 0.55 0.0657
H -0.5788 -1.5171 1.4123 0.39 0.18 -0.43 0.0760
H -2.1927 -0.9238 1.3431 0.19 0.80 -1.12 0.0804
H -1.0172 -0.0566 2.2391 -0.19 -0.75 0.85 0.0696
```
Positions in Å, forces in eV/Å.

4.
Computed, not measured: 9 unconnected molecules or ions with the total composition C36H45F27O18, with ωB97M-V/def2-TZVPD.

Calculated values
Structure (SMILES): CCOC(=O)C(F)(F)F.CCOC(=O)C(F)(F)F.CCOC(=O)C(F)(F)F.CCOC(=O)C(F)(F)F.CCOC(=O)C(F)(F)F.CCOC(=O)C(F)(F)F.CCOC(=O)C(F)(F)F.CCOC(=O)C(F)(F)F.CCOC(=O)C(F)(F)F
Energy relative to the best compared isomer or geometry (same formula, charge and spin), kcal/mol: 49.53
HOMO level, eV: -10.98
HOMO-LUMO gap, eV: 11.52

Structure (XYZ):
```
126
Properties=species:S:1:pos:R:3:forces:R:3:lowdin_charge:R:1
C 3.5762 -30.3994 0.0930 -0.86 0.28 -0.06 -0.0586
C 4.0603 -29.6660 -1.1619 0.60 0.86 0.87 -0.2018
O 4.6945 -30.5776 -2.0539 0.35 -0.64 -1.05 0.0317
C 5.4770 -30.0983 -3.0193 -0.24 3.05 0.47 -0.3648
O 5.8095 -28.9345 -3.2165 -0.75 -2.11 0.62 0.1448
C 5.8921 -31.1949 -3.9500 0.12 -1.70 -1.43 -0.5581
F 6.8079 -30.8095 -4.8443 0.02 0.10 0.69 0.1718
F 6.3256 -32.2556 -3.2706 0.78 -0.02 0.37 0.1720
F 4.8627 -31.6724 -4.6687 -0.60 0.52 -0.05 0.1573
H 3.0543 -29.6366 0.7360 0.37 -0.85 -0.61 0.0954
H 4.3595 -30.8658 0.7020 0.13 0.33 -0.38 0.0763
H 2.8730 -31.2164 -0.1721 0.22 0.63 0.14 0.0845
H 4.8306 -28.9315 -0.9151 -0.15 0.10 0.25 0.1217
H 3.2822 -29.0984 -1.6893 -0.06 -0.46 0.09 0.1347
C 6.1239 -25.1811 -3.5558 -2.53 -0.54 -0.12 -0.0431
C 4.9351 -24.5234 -4.3001 0.54 -0.14 -0.89 -0.1546
O 4.6073 -25.2403 -5.5504 -0.25 -0.92 0.81 0.0101
C 3.7740 -26.2864 -5.4147 1.29 1.28 -1.25 -0.4137
O 3.1642 -26.6729 -4.4817 -0.39 -0.14 1.30 0.1865
C 3.6019 -26.9577 -6.7723 0.54 -1.86 -0.60 -0.4663
F 4.6964 -26.8005 -7.5930 -1.81 -0.28 0.86 0.1400
F 3.3768 -28.3020 -6.5802 0.80 1.24 -0.28 0.1224
F 2.4838 -26.5153 -7.3445 0.26 0.54 -0.56 0.1742
H 6.3658 -24.4964 -2.7737 0.90 0.65 0.27 0.0687
H 6.8841 -25.4497 -4.2716 0.49 0.21 0.10 0.0848
H 5.7758 -26.0579 -3.0166 0.10 -0.42 -0.22 0.0626
H 5.3723 -23.5917 -4.7045 -0.99 -0.08 0.36 0.1266
H 3.9516 -24.4560 -3.7948 1.00 0.44 0.24 0.1165
C 1.1258 -30.5885 -5.7216 1.43 1.18 -1.14 -0.0315
C 0.5546 -29.2259 -5.3130 1.18 -0.86 1.28 -0.1938
O 0.2511 -28.4587 -6.4768 -0.84 1.11 -0.08 0.0453
C -0.4221 -27.3175 -6.3219 -0.35 -1.07 -0.32 -0.3471
O -0.8355 -26.7625 -5.3389 0.77 -0.74 -0.25 0.1671
C -0.8746 -26.7745 -7.6958 0.44 0.57 -0.57 -0.5262
F -0.7660 -25.4235 -7.6656 0.18 -0.34 -0.21 0.1368
F -0.2236 -27.2480 -8.7636 0.33 0.28 0.49 0.1603
F -2.1530 -27.0505 -7.9137 -0.71 -0.20 0.34 0.1762
H 0.5062 -31.2835 -6.2425 -0.88 -0.11 -0.49 0.0518
H 1.5039 -31.1332 -4.8717 0.15 0.11 0.55 0.0730
H 2.0225 -30.3511 -6.3954 -1.21 -0.53 0.88 0.0929
H 1.3987 -28.7642 -4.7955 -0.13 0.50 -0.08 0.1118
H -0.2574 -29.2224 -4.5818 -0.28 -0.22 -0.54 0.1075
C -3.3868 -30.5993 -9.8174 -2.01 -0.67 0.04 -0.0476
C -1.9894 -31.0295 -9.7668 2.51 -0.31 0.07 -0.1923
O -1.8791 -32.3246 -9.0970 -0.75 -0.09 0.34 0.0332
C -0.7021 -32.8873 -8.8977 -0.26 1.46 -1.13 -0.3748
O 0.3455 -32.4160 -9.2738 -0.36 -0.93 0.46 0.1580
C -0.8924 -34.1820 -8.0606 0.32 0.34 0.78 -0.5108
F -1.5764 -33.8438 -6.9272 0.70 -0.31 -0.56 0.1365
F -1.5659 -35.1725 -8.6338 0.14 0.36 -0.27 0.1850
F 0.3317 -34.6256 -7.7403 -0.52 -0.06 0.19 0.1577
H -4.0141 -31.3014 -10.3605 0.11 -0.21 -0.46 0.0718
H -3.4917 -29.6438 -10.3281 0.09 0.15 0.29 0.0959
H -3.8871 -30.6188 -8.8319 0.62 0.56 -0.18 0.0833
H -1.4001 -30.2964 -9.2050 0.10 -0.25 0.14 0.1267
H -1.4607 -31.1355 -10.7361 -0.69 0.03 0.51 0.0990
C 4.5620 -33.3563 -9.7477 -0.91 0.18 -0.89 -0.0407
C 3.5426 -32.8534 -10.7759 1.48 2.40 0.93 -0.1205
O 3.1438 -31.4780 -10.2947 0.16 -0.96 -0.48 0.0319
C 2.3269 -30.7955 -11.0669 0.98 1.43 2.96 -0.4450
O 1.9464 -31.0299 -12.1421 -1.11 -1.12 -3.17 0.1754
C 1.9300 -29.4516 -10.3661 0.60 -1.53 2.48 -0.5441
F 2.8622 -28.5269 -10.5360 -0.09 0.72 -1.06 0.1850
F 0.7104 -29.0536 -10.6677 -0.07 0.47 -1.04 0.1769
F 1.9139 -29.6460 -9.0269 -0.16 -0.18 0.10 0.1271
H 4.8078 -34.3615 -10.0568 0.19 -0.43 0.28 0.0771
H 4.1730 -33.3114 -8.7407 -0.34 -0.29 0.16 0.0791
H 5.4583 -32.7633 -9.7404 0.38 0.33 -0.30 0.0734
H 2.6591 -33.3916 -10.8808 -1.55 -1.16 0.30 0.0963
H 3.9414 -32.7402 -11.7752 0.38 0.11 -0.15 0.1203
C -1.5706 -23.9086 -4.5204 1.23 0.39 -0.19 -0.0617
C -2.5694 -24.9004 -4.0285 -0.38 -2.30 0.04 -0.1564
O -1.9422 -25.8059 -3.0308 0.31 1.49 0.12 0.0301
C -2.3857 -27.0117 -2.9123 0.16 -1.34 -0.28 -0.4337
O -3.3464 -27.5108 -3.4385 0.36 -0.03 0.42 0.1447
C -1.3875 -27.8167 -1.9726 1.60 -0.31 1.11 -0.4578
F -0.0600 -27.5692 -2.2400 -1.38 0.22 -0.24 0.1168
F -1.5602 -27.4645 -0.6730 -0.32 0.26 -0.66 0.1361
F -1.4832 -29.1556 -1.9876 -0.71 0.61 -0.69 0.1432
H -2.0893 -23.4792 -5.3788 0.39 0.36 -0.16 0.0817
H -0.5885 -24.3539 -4.8380 -1.26 -0.03 0.12 0.0810
H -1.2493 -23.1009 -3.8357 -0.74 -0.40 0.01 0.0880
H -2.9021 -25.6096 -4.8372 0.35 0.99 0.59 0.1276
H -3.4756 -24.5027 -3.5664 0.26 0.26 0.01 0.1335
C -6.2617 -29.6472 -5.1755 -0.40 0.28 -0.69 -0.0636
C -5.0666 -30.3063 -5.8629 -1.46 0.20 2.46 -0.1454
O -4.5152 -31.1359 -4.7399 -0.12 -0.17 -1.22 0.0233
C -3.1948 -31.1191 -4.6774 -0.25 0.86 0.20 -0.3849
O -2.5310 -30.4320 -5.3965 1.40 -0.53 0.25 0.1400
C -2.7486 -32.0022 -3.4535 0.94 1.67 -0.09 -0.5302
F -1.4091 -32.1046 -3.2592 -0.87 -0.13 -0.87 0.1442
F -3.1948 -31.4190 -2.3271 -0.47 -0.48 -0.22 0.1572
F -3.2807 -33.1835 -3.6426 -0.06 -0.95 0.51 0.1981
H -6.7912 -28.9380 -5.8833 0.57 -0.76 0.95 0.1016
H -5.9070 -29.1519 -4.2751 -0.03 0.45 -0.14 0.0725
H -6.9501 -30.4239 -4.8201 -0.03 0.20 -0.33 0.0791
H -4.3493 -29.5801 -6.1688 0.53 0.18 -0.31 0.1002
H -5.4384 -30.9319 -6.6437 0.36 -0.73 -0.55 0.1126
C -0.2567 -30.9101 -14.5817 1.68 1.11 1.17 -0.0602
C -0.7946 -31.4857 -13.3179 -0.89 -2.46 0.49 -0.1438
O -2.1681 -32.1153 -13.6307 0.33 1.13 -0.73 0.0275
C -2.7561 -32.9735 -12.8401 -0.42 -0.15 0.83 -0.4049
O -2.3104 -33.4729 -11.8433 0.14 -0.08 -0.12 0.1454
C -4.3098 -33.1966 -13.1928 1.85 1.16 1.56 -0.5629
F -4.8396 -34.0853 -12.3600 0.02 -0.05 -0.31 0.1724
F -4.8910 -32.0000 -12.9420 -0.28 -0.15 -0.18 0.1374
F -4.5256 -33.5291 -14.4275 -0.37 -0.44 -1.19 0.2056
H -0.6913 -29.9352 -14.7277 -0.13 0.40 -0.34 0.0749
H -0.4879 -31.5306 -15.4098 0.05 -0.63 -0.78 0.0697
H 0.8790 -30.7598 -14.4366 -1.81 -0.37 -0.38 0.1103
H -0.9381 -30.8008 -12.4904 -0.06 0.20 -0.23 0.0973
H -0.2072 -32.3419 -12.9627 -0.03 0.37 -0.02 0.1213
C -0.4461 -21.9604 -7.7322 1.03 -0.38 0.61 -0.0457
C 0.6857 -22.3587 -6.7636 -1.57 -0.50 -0.30 -0.1616
O 0.6516 -21.5242 -5.5613 -0.45 -0.29 -1.70 0.0535
C 1.3306 -21.9776 -4.5627 0.77 -1.47 1.02 -0.4337
O 1.8434 -23.0718 -4.3994 -0.49 1.64 -0.41 0.1453
C 1.3299 -20.9129 -3.4696 -0.64 1.16 1.59 -0.5041
F 0.5938 -19.8066 -3.7266 0.21 -0.73 -0.36 0.1455
F 0.7647 -21.4661 -2.3645 0.70 0.18 -0.39 0.1443
F 2.5576 -20.4524 -3.1904 -0.13 -0.69 0.04 0.1658
H -0.3974 -20.9067 -7.9275 -0.13 0.61 -0.15 0.0675
H -1.4224 -22.2164 -7.2972 0.31 -0.04 -0.44 0.0736
H -0.2099 -22.4870 -8.6745 -0.56 0.09 0.42 0.0920
H 1.6587 -22.2122 -7.1967 0.41 -0.14 -0.19 0.1287
H 0.4902 -23.4130 -6.5035 0.61 0.50 0.16 0.1016
```
Positions in Å, forces in eV/Å.

5.
Computed, not measured: a single C2H3NO2 molecule, with ωB97M-V/def2-TZVPD.

Calculated values
Structure (SMILES): O=CNC=O
Energy relative to the best compared isomer or geometry (same formula, charge and spin), kcal/mol: 6.14
HOMO level, eV: -10.43
HOMO-LUMO gap, eV: 10.98

Structure (XYZ):
```
8
Properties=species:S:1:pos:R:3:forces:R:3:lowdin_charge:R:1
O -1.6708 0.3401 1.0319 0.13 0.66 -0.32 0.0546
C -1.1607 -0.5650 0.4330 -1.31 -1.57 1.84 -0.3500
N 0.0023 -0.5285 -0.2714 -0.44 -1.40 -0.65 0.0846
C 0.8777 0.5117 -0.3237 2.89 0.18 -1.54 -0.2856
O 1.9676 0.3543 -0.8674 -1.28 0.19 0.63 0.0303
H -1.5911 -1.6203 0.6070 0.62 1.03 -0.89 0.1524
H 0.2615 -1.4061 -0.7560 0.12 1.04 0.51 0.1708
H 0.6371 1.4916 0.0774 -0.72 -0.13 0.42 0.1430
```
Positions in Å, forces in eV/Å.

6.
Computed, not measured: a gas-phase ion, C4H7N3 (charge +2), with ωB97M-V/def2-TZVPD.

Calculated values
Charge: +2
Energy relative to the best compared isomer or geometry (same formula, charge and spin), kcal/mol: 126.13
HOMO level (spin up / spin down), eV: -20.72 / -20.80
HOMO-LUMO gap (spin up / spin down), eV: 5.72 / 6.16

Structure (XYZ):
```
14
Properties=species:S:1:pos:R:3:forces:R:3:lowdin_charge:R:1
C 2.5460 0.1449 -0.3779 1.07 -1.01 0.55 0.1396
C 0.3810 0.1611 0.3530 -0.25 1.03 -0.67 -0.0021
C -2.0121 -0.2641 -0.4295 -3.17 -1.16 2.37 0.0127
C -1.0240 0.0183 0.7146 0.29 4.09 -1.58 -0.1076
N 2.1434 1.3083 0.1436 -0.28 2.74 0.70 0.2439
N 1.0052 1.5043 0.5222 1.66 -1.67 -0.11 0.3325
N 1.3636 -0.5676 -0.2933 0.49 -0.41 -1.28 0.2251
H 3.7085 -0.1250 -0.5822 -3.00 0.35 0.10 0.2696
H -2.9735 0.3303 -0.1823 1.80 -0.23 -0.80 0.1606
H -2.4542 -1.2756 -0.3646 0.77 0.15 -0.23 0.1162
H -1.5407 -0.1068 -1.3299 0.34 0.60 -2.27 0.0576
H -1.0306 -0.6600 1.4491 -0.28 -3.73 3.00 0.1227
H -1.4079 0.9145 1.3162 1.20 -0.65 -0.96 0.1942
H 1.2953 -1.3827 -0.9391 -0.64 -0.09 1.15 0.2351
```
Positions in Å, forces in eV/Å.

Number 1: M 195.22 g/mol. Number 2: M 664.32 g/mol. Number 3: M 102.18 g/mol. Number 4: M 1278.68 g/mol. Number 5: M 73.05 g/mol. Number 6: M 97.12 g/mol.